C3H11NO | wB97M-V/def2-TZVPD

```
16
Properties=species:S:1:pos:R:3:forces:R:3:lowdin_charge:R:1
C -0.284912 -2.554264 0.906249 -1.071 -0.038 0.216 -0.43
O -0.331468 -1.196207 1.078354 0.395 0.466 -0.428 -0.45
H 0.431595 -2.872924 0.123339 0.017 -0.274 0.054 0.04
H -0.092105 -3.142055 1.825404 0.599 0.126 0.097 0.04
H -1.289449 -2.995709 0.648528 0.304 0.170 -0.418 0.04
C 0.712093 1.478444 0.691869 0.545 -1.184 0.686 -0.03
N 0.489924 1.503768 -0.783445 -0.097 0.452 0.083 -0.04
C -0.607581 0.654220 -1.249922 -2.624 -1.159 -0.531 -0.06
H 1.512559 2.151407 1.002972 -0.415 0.452 -0.356 0.09
H -0.248150 1.605185 1.185522 0.158 0.222 0.008 0.10
H 1.048784 0.465320 0.954151 -0.582 -0.155 -0.075 0.07
H 1.325500 1.184530 -1.270579 0.130 0.191 0.114 0.18
H 0.299903 2.469383 -1.045205 0.187 -0.056 -0.262 0.17
H -0.573950 -0.363760 -0.834820 0.860 -0.037 0.257 0.08
H -0.775554 0.691086 -2.329415 0.928 0.037 -0.048 0.09
H -1.617191 0.921576 -0.903002 0.667 0.786 0.603 0.11
```
Forces are in eV/Å.

Energy above the lowest of the compared OMol25 structures with the same formula, charge and spin ... 93.27 kcal per mole
Spin multiplicity ... 1
E_tot ... -6823.20105 eV
E_LUMO ... -0.28 eV
HOMO level ... -5.9 eV
M ... 77.1 g mol⁻¹
HOMO-LUMO gap ... 5.616 eV

C3H11NO | wB97M-V/def2-TZVPD

```
16
Properties=species:S:1:pos:R:3:forces:R:3:lowdin_charge:R:1
C 1.331734 -0.272292 0.054066 0.568 -0.414 -0.336 -0.13
N -0.099243 -0.226614 0.211473 -0.231 0.065 -0.096 -0.34
C -0.547827 -1.244307 1.140226 -0.252 0.269 0.557 -0.12
C -0.821930 -0.308454 -1.060419 0.440 0.816 -0.423 -0.10
H 1.852605 0.077738 0.938312 -0.056 0.129 0.255 0.08
H 1.716446 -1.283601 -0.162850 -0.131 -0.098 0.032 0.09
H 1.654032 0.332990 -0.786303 -0.054 0.322 -0.060 0.08
H -1.600359 -1.091288 1.398066 0.097 0.003 -0.108 0.09
H 0.017004 -1.165936 2.073861 -0.009 -0.036 -0.126 0.08
H -0.440460 -2.262981 0.749461 0.121 -0.110 -0.095 0.08
H -1.523125 -1.135600 -1.058995 -0.105 -0.097 -0.191 0.08
H -1.342676 0.633975 -1.274326 -0.327 -0.237 0.230 0.08
H -0.128230 -0.377997 -1.910747 -0.094 -0.493 0.207 0.08
O -0.272247 3.013089 0.070634 0.012 0.140 -0.121 -0.06
H -0.310819 2.048299 0.042513 0.121 -0.160 0.211 -0.01
H 0.515093 3.262979 -0.424972 -0.100 -0.099 0.064 0.03
```
Forces are in eV/Å.

Energy above the lowest of the compared OMol25 structures with the same formula, charge and spin ... 20.56 kcal per mole
Spin multiplicity ... 1
E_tot ... -6826.35397 eV
E_LUMO ... 0.92 eV
HOMO level ... -8.8 eV
M ... 77.1 g mol⁻¹
HOMO-LUMO gap ... 9.739 eV

C3H11NO | wB97M-V/def2-TZVPD

```
16
Properties=species:S:1:pos:R:3:forces:R:3:lowdin_charge:R:1
C -0.883142 0.708629 -1.534287 0.195 -0.418 -0.704 -0.13
C -1.222621 0.091542 -0.162958 -0.882 -0.727 -0.927 -0.27
C -0.633454 -1.350620 0.019077 -0.040 0.674 -0.942 -0.28
O 0.813527 -1.378120 -0.184898 -1.252 2.282 4.274 -0.17
H -1.139190 1.802091 -1.620690 -0.041 -1.220 0.030 0.08
H -1.365691 0.076787 -2.351057 0.363 1.084 0.911 0.09
H 0.198607 0.610709 -1.729468 -0.318 0.131 0.139 0.06
H -0.923769 0.754228 0.638521 0.225 0.134 0.377 0.08
H -2.342573 0.024790 -0.117637 0.857 -0.049 0.264 0.11
H -0.915813 -1.713094 1.015870 0.196 -0.068 -0.097 0.10
H -1.115241 -2.013960 -0.720226 0.350 0.193 0.186 0.11
H 1.047032 -0.803555 0.737678 0.492 -2.345 -3.611 0.11
N 2.103523 0.643825 1.427137 -1.608 -0.421 1.820 0.01
H 3.096194 0.757770 1.447745 0.277 0.331 -1.484 0.02
H 1.871720 0.823680 2.419936 -0.649 0.056 -1.221 0.04
H 1.410897 0.965301 0.715250 1.835 0.364 0.982 0.04
```
Forces are in eV/Å.

Energy above the lowest of the compared OMol25 structures with the same formula, charge and spin ... 30.69 kcal per mole
Spin multiplicity ... 1
E_tot ... -6825.91466 eV
E_LUMO ... 0.88 eV
HOMO level ... -9.8 eV
M ... 77.1 g mol⁻¹
HOMO-LUMO gap ... 10.641 eV

C3H11NO2 | wB97M-V/def2-TZVPD

```
17
Properties=species:S:1:pos:R:3:forces:R:3:lowdin_spin:R:1
C -2.856231 -1.234563 0.003799 -0.809 0.521 0.099 0.03
C -1.819751 -0.549219 0.488498 0.890 -1.142 -0.190 0.08
N -0.665731 -1.213974 0.943222 -0.527 0.392 -0.203 0.01
C 0.329151 -0.411902 1.654357 -0.760 -0.321 0.308 0.13
H -2.794402 -2.287987 -0.219327 0.067 -0.255 0.355 0.00
H -3.829744 -0.770415 -0.138281 0.366 0.125 -0.393 0.01
H -1.720919 0.518612 0.469431 -0.416 0.481 0.311 0.06
H -0.981825 -2.015205 1.464585 0.417 -0.200 -0.005 0.00
H 1.270318 -0.961334 1.700845 0.107 0.298 -0.180 0.02
H -0.011053 -0.231940 2.685872 0.204 0.145 0.002 0.01
H 0.413333 0.551636 1.151743 0.425 -0.153 -0.042 0.05
H 3.561557 1.722876 -1.292304 -0.194 0.252 -0.466 0.06
H 4.528444 0.895435 -2.080630 -0.184 0.326 -0.268 0.03
O 4.004836 1.712727 -2.164591 0.322 -0.543 0.694 0.13
H -0.470890 1.315010 -1.154288 0.018 0.012 -0.022 0.07
H 0.637185 1.881299 -2.005778 0.167 -0.056 0.045 0.07
O 0.405722 1.078944 -1.507153 -0.094 0.117 -0.044 0.24
```
Forces are in eV/Å.

Energy above the lowest of the compared OMol25 structures with the same formula, charge and spin ... 33.79 kcal per mole
Spin multiplicity ... 2
E_tot ... -8872.17273 eV
E_LUMO (spin up / spin down) ... 3.94 / 3.84 eV
Charge ... -1
HOMO level (spin up / spin down) ... 1.0 / -4.9 eV
M ... 93.1 g mol⁻¹
HOMO-LUMO gap (spin up / spin down) ... 2.905 / 8.745 eV